{
  "formula": "HO3S",
  "method": "ωB97M-V/def2-TZVPD",
  "orbital_gap_ev": [8.5, 8.5],
  "homo_ev": [-4.49, -4.49],
  "spin_multiplicity": 1,
  "total_charge": -1,
  "elements": ["S", "O", "O", "O", "H"],
  "coordinates": [[0.02716, 0.35904, 1.10715], [1.82247, 1.66238, 1.12347], [0.09265, -0.91969, 1.85283], [-1.25281, 0.99676, 1.28520], [0.04193, 0.02373, -0.23585]]
}

---

{
  "formula": "HO4S3",
  "method": "ωB97M-V/def2-TZVPD",
  "orbital_gap_ev": 7.9,
  "homo_ev": -4.80,
  "spin_multiplicity": 1,
  "total_charge": -1,
  "elements": ["S", "S", "S", "O", "O", "O", "O", "H"],
  "coordinates": [[-0.37088, 0.85290, 0.27986], [1.39367, 0.75807, -0.70256], [3.80206, -0.01978, 0.08289], [2.43632, 0.15061, 0.81998], [4.70172, 0.94396, 0.52825], [4.20854, -1.38301, 0.33240], [3.20717, 0.32042, -1.31322], [-0.71133, -0.49239, 0.40206]]
}

---

{
  "formula": "HO5S2",
  "method": "ωB97M-V/def2-TZVPD",
  "orbital_gap_ev": [8.7, 6.7],
  "homo_ev": [-5.73, -3.58],
  "spin_multiplicity": 1,
  "total_charge": -1,
  "elements": ["S", "S", "O", "O", "O", "O", "O", "H"],
  "coordinates": [[-1.67631, 0.88477, -0.33782], [-0.18492, -0.84464, 0.49626], [-2.78548, 0.16062, 0.36097], [2.66098, -0.51977, 0.23453], [-1.17294, 2.15501, 0.25930], [-0.60983, -1.85846, -0.47708], [0.81443, 0.07427, -0.04813], [2.95407, -0.05180, -0.48804]]
}

---

{
  "formula": "HfI",
  "method": "ωB97M-V/def2-TZVPD",
  "orbital_gap_ev": 5.4,
  "homo_ev": -24.81,
  "spin_multiplicity": 1,
  "total_charge": 3,
  "elements": ["Hf", "I"],
  "coordinates": [[7.05642, -34.41297, 5.66422], [5.32698, -30.45762, 6.93184]]
}

---

{
  "formula": "Hg5O24S6",
  "method": "ωB97M-V/def2-TZVPD",
  "orbital_gap_ev": 1.9,
  "homo_ev": -3.91,
  "spin_multiplicity": 1,
  "total_charge": -2,
  "elements": ["Hg", "Hg", "Hg", "Hg", "Hg", "S", "S", "S", "S", "S", "S", "O", "O", "O", "O", "O", "O", "O", "O", "O", "O", "O", "O", "O", "O", "O", "O", "O", "O", "O", "O", "O", "O", "O", "O"],
  "coordinates": [[-0.91348, 20.44193, 4.91177], [1.77426, 17.07571, 2.08656], [-1.16399, 15.19817, 4.33509], [-1.56508, 17.39584, -0.23641], [-4.43718, 18.85588, 0.47059], [-2.44358, 20.88726, -1.56146], [-0.92411, 14.35531, 1.28573], [-4.09704, 15.66450, -0.68562], [-4.18973, 14.24609, 5.51230], [2.31544, 15.51509, 4.97281], [-1.88543, 17.71731, 2.77372], [-4.40502, 12.86232, 5.72765], [-3.06236, 14.37852, 4.57866], [1.28531, 16.05203, 4.10566], [2.48075, 14.07795, 4.88882], [3.63771, 16.18665, 4.59701], [-2.10987, 14.41497, 2.19892], [2.14808, 15.69867, 6.41567], [-3.74496, 17.05194, -0.53900], [0.22102, 14.70000, 2.14646], [-3.70500, 21.25763, -2.15645], [-0.96479, 15.34252, 0.22160], [-5.27386, 14.76273, 4.71643], [-4.15711, 15.11820, 0.62497], [-3.07727, 15.04230, -1.50321], [-2.56142, 18.19175, 1.56775], [-2.17117, 22.04997, -0.65560], [-2.65074, 19.72200, -0.65478], [-2.50336, 16.73299, 3.62749], [-0.78436, 13.03677, 0.44291], [-1.56627, 18.86132, 3.57357], [-0.61641, 17.22353, 2.47076], [-5.41119, 15.60702, -1.20862], [-1.32740, 20.77382, -2.44547], [-3.92978, 15.02834, 6.71929]]
}

---

{
  "formula": "I3PS",
  "method": "ωB97M-V/def2-TZVPD",
  "orbital_gap_ev": [7.1, 5.8],
  "homo_ev": [-9.00, -8.41],
  "spin_multiplicity": 1,
  "elements": ["I", "I", "I", "S", "P"],
  "coordinates": [[0.79921, -2.95542, 0.09676], [-2.17335, 0.14027, -1.49829], [1.56949, 0.40558, -1.60792], [-1.78615, 1.11907, 0.58889], [1.52024, -0.79188, 0.60192]]
}

---

{
  "formula": "I4V",
  "method": "ωB97M-V/def2-TZVPD",
  "orbital_gap_ev": [7.2, 8.4],
  "homo_ev": [-5.76, -5.76],
  "spin_multiplicity": 3,
  "total_charge": -1,
  "elements": ["I", "I", "I", "I", "V"],
  "coordinates": [[0.99430, -12.17855, 16.49213], [3.80332, -15.32642, 15.24283], [3.06787, -12.08103, 12.49713], [-0.60275, -14.80006, 13.46291], [1.70826, -13.65197, 14.31755]]
}

---

{
  "formula": "IMnPt",
  "method": "ωB97M-V/def2-TZVPD",
  "orbital_gap_ev": [8.0, 6.0],
  "homo_ev": [-24.55, -24.16],
  "spin_multiplicity": 8,
  "total_charge": 3,
  "elements": ["Pt", "I", "Mn"],
  "coordinates": [[1.38459, 2.01849, 1.11542], [-0.56381, 0.35066, -0.14685], [-0.82078, -2.36915, -0.96857]]
}

---

{
  "formula": "ITi2",
  "method": "ωB97M-V/def2-TZVPD",
  "orbital_gap_ev": [6.7, 9.2],
  "homo_ev": [-10.88, -13.65],
  "spin_multiplicity": 7,
  "total_charge": 1,
  "elements": ["I", "Ti", "Ti"],
  "coordinates": [[0.93093, 0.14614, -0.74241], [0.10864, 1.76790, 1.38775], [-1.03957, -1.91404, -0.64534]]
}

---

{
  "formula": "Li2N3O17S2Sr4",
  "method": "ωB97M-V/def2-TZVPD",
  "orbital_gap_ev": 2.4,
  "homo_ev": -14.54,
  "spin_multiplicity": 1,
  "total_charge": 3,
  "elements": ["Sr", "Sr", "Sr", "Sr", "S", "S", "O", "O", "O", "O", "O", "O", "O", "O", "O", "O", "O", "O", "O", "O", "O", "O", "O", "N", "N", "N", "Li", "Li"],
  "coordinates": [[4.91490, 0.95724, 0.70326], [2.06871, -4.55518, 1.30881], [0.05498, -1.83404, -2.23606], [0.17500, -0.39233, 4.13867], [1.57522, -0.76348, 0.74296], [-2.90687, -1.46838, -1.06789], [-4.12980, -0.88819, 2.56096], [0.84436, 2.05467, -3.27118], [-1.70386, -1.58512, -0.28274], [-1.19281, 2.20864, -3.96120], [2.56625, 0.26362, 0.96701], [-2.55272, -0.07831, -1.45376], [-4.11793, -1.59582, -0.32615], [2.13880, 2.78522, 0.54122], [0.94944, -0.40500, -0.52448], [-3.09652, -2.71425, 2.69450], [-1.91740, -0.88754, 2.66800], [-2.62099, -2.42297, -2.18217], [4.12134, 3.33986, -0.24723], [-0.47466, 0.45163, -2.89192], [2.92721, 4.75992, 0.86722], [1.96464, -2.19930, 0.74979], [0.65118, -0.40210, 1.77004], [-3.06495, -1.44083, 2.66455], [3.07496, 3.64790, 0.38693], [-0.27148, 1.55943, -3.50678], [1.15262, 1.58114, -1.22408], [-1.12962, 0.02355, 0.41174]]
}

---

{
  "formula": "Li2O12S3Sr4",
  "method": "ωB97M-V/def2-TZVPD",
  "orbital_gap_ev": 1.3,
  "homo_ev": -13.80,
  "spin_multiplicity": 1,
  "total_charge": 4,
  "elements": ["Sr", "Sr", "Sr", "Sr", "S", "S", "S", "O", "O", "O", "O", "O", "O", "O", "O", "O", "O", "O", "O", "Li", "Li"],
  "coordinates": [[-0.98598, -7.21571, -5.16375], [-9.46689, -4.60519, -6.51551], [-0.50525, -0.54039, -8.60905], [-0.44380, -2.00105, -1.48995], [-1.26963, -6.24667, 0.06973], [-4.21462, -2.81769, -5.02044], [-10.42400, -0.32554, -7.69810], [-2.74049, -6.26486, -0.02013], [-0.87814, -5.94464, -1.36158], [-9.35176, -1.25353, -8.02931], [-3.84287, -4.25549, -4.94582], [-0.90120, -7.52476, 0.67312], [-5.61556, -2.67719, -5.16478], [-4.05958, -2.36635, -3.68296], [-3.39631, -1.93185, -5.90176], [-9.99946, 0.95875, -7.26328], [-0.91824, -5.02459, 0.75142], [-11.35276, -0.01169, -8.76462], [-11.29274, -1.09231, -6.82780], [-6.61766, 1.28282, -6.69555], [-6.23433, -1.73920, -1.50757]]
}

---

{
  "formula": "N2",
  "method": "ωB97M-V/def2-TZVPD",
  "orbital_gap_ev": 17.0,
  "homo_ev": -14.84,
  "spin_multiplicity": 1,
  "smiles": "N#N",
  "elements": ["N", "N"],
  "coordinates": [[0.00000, 0.00000, 0.53938], [0.00000, 0.00000, -0.53938]]
}

---

{
  "formula": "N2O3S",
  "method": "ωB97M-V/def2-TZVPD",
  "orbital_gap_ev": 10.8,
  "homo_ev": -11.65,
  "spin_multiplicity": 1,
  "elements": ["S", "O", "O", "O", "N", "N"],
  "coordinates": [[-0.11054, 0.91741, 1.30064], [-0.28148, 0.35760, -1.29045], [-1.46171, 1.13002, 1.68679], [0.52120, -0.35534, 1.56759], [0.34357, -0.60295, -1.52995], [0.98896, -1.44673, -1.73462]]
}

---

{
  "formula": "N2O4S3",
  "method": "ωB97M-V/def2-TZVPD",
  "orbital_gap_ev": 7.8,
  "homo_ev": -9.13,
  "spin_multiplicity": 1,
  "elements": ["S", "S", "S", "O", "O", "O", "O", "N", "N"],
  "coordinates": [[-0.50764, -0.99011, -0.80631], [1.54054, 2.46930, -0.72836], [1.95238, 0.85520, 0.29105], [1.28769, -0.35277, -0.29676], [0.63042, 1.57528, 2.62601], [-1.58107, -0.56873, -3.12974], [-0.52201, 0.35567, 1.25876], [0.47444, 0.91680, 1.59899], [-1.26888, -0.87099, -2.05832]]
}

---

{
  "formula": "N2O6",
  "method": "ωB97M-V/def2-TZVPD",
  "orbital_gap_ev": 11.7,
  "homo_ev": -11.93,
  "spin_multiplicity": 1,
  "smiles": "O=[N+]([O-])OO[N+](=O)[O-]",
  "elements": ["O", "O", "O", "O", "O", "O", "N", "N"],
  "coordinates": [[0.47905, 0.91032, 0.25191], [2.48632, -0.01887, 0.59495], [-2.72994, 0.08782, -0.11509], [1.38944, -0.88806, -1.02904], [-0.63612, 0.97341, -0.47199], [-1.00044, -0.81866, 0.80484], [1.59035, -0.15451, -0.15735], [-1.57866, -0.09146, 0.12177]]
}

---

{
  "formula": "N2O6S2",
  "method": "ωB97M-V/def2-TZVPD",
  "orbital_gap_ev": 7.9,
  "homo_ev": -1.85,
  "spin_multiplicity": 1,
  "total_charge": -2,
  "elements": ["S", "S", "O", "O", "O", "O", "O", "O", "N", "N"],
  "coordinates": [[-2.29792, -0.31930, -0.08305], [0.23922, 0.91605, 0.80901], [-2.02274, -0.38035, -1.53056], [-2.78349, -1.64779, 0.39127], [3.88669, -0.77808, -0.59068], [0.22828, 1.90231, -0.25434], [-3.11654, 0.84623, 0.33587], [2.31332, -0.00088, 0.58704], [-0.88386, -0.11517, 0.78850], [2.74396, -0.35537, -0.60331]]
}

---

{
  "formula": "N2P2S",
  "method": "ωB97M-V/def2-TZVPD",
  "orbital_gap_ev": 6.8,
  "homo_ev": -8.60,
  "spin_multiplicity": 1,
  "smiles": "P#P=NN=S",
  "elements": ["S", "P", "P", "N", "N"],
  "coordinates": [[-0.02013, 2.06177, -0.29524], [-0.12899, -1.50189, 0.43164], [1.02777, -0.98609, 1.93066], [-0.39096, 0.79158, -1.00899], [-0.48770, -0.36536, -1.05806]]
}

---

{
  "formula": "N3O3",
  "method": "ωB97M-V/def2-TZVPD",
  "orbital_gap_ev": 7.3,
  "homo_ev": -2.88,
  "spin_multiplicity": 1,
  "total_charge": -1,
  "elements": ["O", "O", "O", "N", "N", "N"],
  "coordinates": [[-1.50873, -1.98988, -0.20487], [-0.49850, -0.37995, -1.28410], [0.61804, 2.08888, -0.19315], [0.80569, 1.20974, 0.61891], [1.02575, 0.23422, 1.16592], [-0.54408, -1.19487, -0.30823]]
}

---

{
  "formula": "N3O9Pt4",
  "method": "ωB97M-V/def2-TZVPD",
  "orbital_gap_ev": [7.1, 3.1],
  "homo_ev": [-27.85, -26.41],
  "spin_multiplicity": 9,
  "total_charge": 5,
  "elements": ["Pt", "Pt", "Pt", "Pt", "O", "O", "O", "O", "O", "O", "O", "O", "O", "N", "N", "N"],
  "coordinates": [[2.50943, -2.72488, -0.91254], [-0.78261, -0.15939, -1.72696], [1.48465, -2.96473, 3.10415], [0.98151, 3.37854, 2.51072], [0.73666, -0.43849, -0.03992], [0.84854, -1.19908, 1.97480], [0.25381, 3.34588, -3.07607], [0.52293, 1.25654, -2.53243], [-2.09382, -1.31808, -0.27519], [-3.82289, -2.16652, 0.79906], [2.19590, 2.57516, -2.62047], [0.59185, 0.92432, 1.70170], [-2.39294, -1.09846, 1.83317], [1.02598, 2.39581, -2.74991], [0.69852, -0.22055, 1.25501], [-2.75754, -1.58606, 0.75487]]
}

---

{
  "formula": "N4O12Rb",
  "method": "ωB97M-V/def2-TZVPD",
  "orbital_gap_ev": 5.8,
  "homo_ev": 0.43,
  "spin_multiplicity": 1,
  "total_charge": -3,
  "elements": ["Rb", "O", "O", "O", "O", "O", "O", "O", "O", "O", "O", "O", "O", "N", "N", "N", "N"],
  "coordinates": [[12.50130, -22.69644, 28.81199], [9.18490, -24.06874, 25.25793], [11.81060, -24.89231, 33.20399], [14.86688, -24.91988, 28.70814], [11.32545, -22.99011, 32.25848], [12.67146, -24.36058, 31.25992], [12.80540, -22.18055, 25.02671], [8.75141, -22.02944, 25.85504], [15.19258, -25.17032, 26.56339], [14.26098, -21.77841, 26.60308], [13.19181, -25.16376, 27.37602], [10.36816, -23.10998, 26.81725], [14.91986, -22.11710, 24.56568], [11.91369, -24.11817, 32.22807], [14.44150, -25.10062, 27.54580], [13.97714, -22.06284, 25.41146], [9.46666, -23.06652, 25.96260]]
}

---

| no. | electronic energy (hartree) |
| --- | --- |
| 1 | -624.4142 |
| 2 | -1496.1489 |
| 3 | -1173.1152 |
| 4 | -343.9718 |
| 5 | -4961.4798 |
| 6 | -1632.5901 |
| 7 | -2135.0192 |
| 8 | -1566.4917 |
| 9 | -1996.2076 |
| 10 | -2376.5074 |
| 11 | -2233.4946 |
| 12 | -109.5523 |
| 13 | -733.3526 |
| 14 | -1604.7788 |
| 15 | -560.5865 |
| 16 | -1357.2651 |
| 17 | -1190.2869 |
| 18 | -389.8892 |
| 19 | -1314.9618 |
| 20 | -1145.5613 |